A 2-piece molecular cluster, CH4O2PS overall, computed with the ωB97M-V functional and the def2-TZVPD basis.

Summary:
DFT total energy: -25318.068 eV
HOMO level (alpha / beta): -0.7 / -4.7 eV
gap between HOMO and LUMO (alpha / beta): 5.020 / 7.808 eV
2S+1: 3
total charge: -1

Geometry as XYZ:
```
9
Properties=species:S:1:pos:R:3:forces:R:3:mulliken_charge:R:1
P -0.593 1.346 -1.010 -0.382 0.853 -1.390 -0.0825
O 1.023 -2.171 1.781 -0.038 -1.725 0.392 -0.5638
H -0.494 -1.001 -1.273 0.560 -0.713 -0.176 0.3893
H -1.387 -0.466 0.091 -2.181 -0.908 2.429 0.3836
O 0.431 0.155 2.432 -0.890 1.240 1.153 -0.5379
C -0.551 -0.314 -0.455 0.667 0.931 -2.801 -0.7932
S 1.052 -0.739 1.448 1.740 0.161 -0.682 0.2564
H -0.065 1.215 -2.358 -0.287 -0.032 0.452 -0.0326
H 0.585 1.976 -0.656 0.811 0.192 0.624 -0.0193
```
Positions in Å, forces in eV/Å.

=====

A 2-piece molecular cluster, CH4O2S overall, computed with the ωB97M-V functional and the def2-TZVPD basis.

Summary:
DFT total energy: -16030.922 eV
HOMO level: -10.0 eV
structure (SMILES): O=CO.S
gap between HOMO and LUMO: 10.443 eV

Geometry as XYZ:
```
8
Properties=species:S:1:pos:R:3:forces:R:3:mulliken_charge:R:1
O -0.969 -0.580 -0.611 0.015 -0.647 0.829 -0.3918
O -1.928 0.272 1.215 0.876 -2.119 -0.634 -0.5116
H 1.777 1.790 -1.099 1.159 0.820 1.244 0.1739
S 1.934 0.505 -0.814 -0.999 -2.454 -1.332 -0.3500
H -0.861 0.386 -0.758 -0.326 -0.714 0.072 0.3123
C -1.423 -0.704 0.658 -0.615 2.463 1.155 0.2731
H -1.248 -1.671 1.232 -0.224 0.821 -1.377 0.3216
H 2.718 0.001 0.178 0.113 1.830 0.043 0.1725
```
Positions in Å, forces in eV/Å.

=====

A 2-piece molecular cluster, CH4O2S overall, computed with the ωB97M-V functional and the def2-TZVPD basis.

Summary:
DFT total energy: -16027.433 eV
HOMO level (alpha / beta): -11.0 / -10.0 eV
gap between HOMO and LUMO (alpha / beta): 8.750 / 8.814 eV

Geometry as XYZ:
```
8
Properties=species:S:1:pos:R:3:forces:R:3:mulliken_charge:R:1
H -1.219 0.127 0.976 -0.108 -1.047 -2.347 0.2839
S 0.799 0.074 0.129 0.586 0.550 1.889 0.7314
H 1.866 1.074 -1.746 -0.557 -0.637 0.769 0.0776
C -0.978 -0.326 -0.105 0.137 1.286 3.579 -0.7296
O 1.362 -1.171 0.673 -0.163 1.181 -0.959 -0.4947
O 0.821 1.283 0.998 -0.009 -1.819 -1.774 -0.4846
H -1.399 0.323 -0.834 -0.387 0.209 -0.668 0.2888
H -1.250 -1.384 -0.092 0.501 0.276 -0.489 0.3273
```
Positions in Å, forces in eV/Å.

=====

A 2-piece molecular cluster, CH4O2S2 overall, computed with the ωB97M-V functional and the def2-TZVPD basis.

Summary:
DFT total energy: -26866.543 eV
HOMO level: -9.0 eV
structure (SMILES): O=CO.SS
gap between HOMO and LUMO: 9.485 eV

Geometry as XYZ:
```
9
Properties=species:S:1:pos:R:3:forces:R:3:mulliken_charge:R:1
H -2.479 0.705 -1.810 -2.058 -0.563 0.300 0.1410
H 0.019 -0.386 0.183 -0.725 0.145 -1.256 0.1469
S -1.235 0.980 -1.841 2.133 0.941 -0.120 -0.1606
C 1.157 -0.485 2.340 1.083 2.919 -3.092 0.1410
S -0.474 -0.744 -1.071 0.579 -0.520 0.837 -0.1555
H 0.476 1.318 2.642 -0.687 0.496 0.816 0.3020
O 0.760 0.766 1.929 -0.062 -0.422 0.285 -0.4189
O 1.951 -0.969 1.616 0.823 -1.998 -0.059 -0.3954
H 0.710 -0.878 3.177 -1.087 -0.998 2.290 0.3994
```
Positions in Å, forces in eV/Å.

=====

A 2-piece molecular cluster, CH4O3 overall, computed with the ωB97M-V functional and the def2-TZVPD basis.

Summary:
DFT total energy: -7244.173 eV
HOMO level: -10.3 eV
structure (SMILES): O=CO.O
gap between HOMO and LUMO: 10.254 eV

Geometry as XYZ:
```
8
Properties=species:S:1:pos:R:3:forces:R:3:mulliken_charge:R:1
H -0.391 0.476 -0.249 -1.077 0.039 -0.317 0.4910
H 1.649 0.278 -0.650 -0.438 0.700 -0.461 0.3287
O -1.236 -0.031 -0.102 0.474 0.960 -0.923 -0.3900
C -0.982 -0.889 0.837 -1.858 -3.007 2.010 0.2307
H 1.662 1.667 -1.354 -0.759 -0.619 0.416 0.3187
O 1.054 0.983 -0.993 1.568 -0.120 0.045 -0.6633
H -0.004 -0.689 1.319 -0.080 -0.417 0.162 0.1946
O -1.752 -1.795 1.191 2.171 2.464 -0.932 -0.5102
```
Positions in Å, forces in eV/Å.

=====

A 2-piece molecular cluster, CH4O3 overall, computed with the ωB97M-V functional and the def2-TZVPD basis.

Summary:
DFT total energy: -7243.898 eV
HOMO level: -10.4 eV
structure (SMILES): O=CO.O
gap between HOMO and LUMO: 10.887 eV

Geometry as XYZ:
```
8
Properties=species:S:1:pos:R:3:forces:R:3:mulliken_charge:R:1
H -0.957 1.275 1.598 -0.303 0.835 0.420 0.3334
O 1.328 -0.150 -0.045 -1.403 0.152 -0.555 -0.5992
H -1.284 0.107 0.543 1.164 0.343 0.173 0.4170
H 0.592 0.200 0.844 1.048 -0.784 -2.828 0.4315
H 1.051 -0.880 -1.996 0.727 0.332 -0.189 0.3668
C 0.567 -0.488 -1.110 -0.621 -0.174 3.293 0.2568
O -0.637 0.477 1.209 -0.941 -0.769 0.573 -0.5696
O -0.660 -0.541 -1.043 0.329 0.065 -0.886 -0.6367
```
Positions in Å, forces in eV/Å.

=====

A 2-piece molecular cluster, CH4O3 overall, computed with the ωB97M-V functional and the def2-TZVPD basis.

Summary:
DFT total energy: -7244.376 eV
HOMO level: -10.7 eV
structure (SMILES): O=CO.O
gap between HOMO and LUMO: 11.120 eV

Geometry as XYZ:
```
8
Properties=species:S:1:pos:R:3:forces:R:3:mulliken_charge:R:1
O 0.745 -0.964 -2.011 0.121 -0.216 -0.060 -0.4837
H -0.193 -0.836 2.783 -0.712 -0.380 -0.689 0.3215
C 0.090 0.037 -1.976 0.157 -0.379 0.218 0.2154
H -0.298 0.522 -2.873 -0.081 0.316 0.071 0.3277
H 0.000 0.129 -0.089 0.131 -0.139 0.295 0.3346
O -0.263 0.662 -0.852 -0.380 0.418 -0.359 -0.3833
O -0.361 -0.038 2.252 1.169 -0.291 1.252 -0.6496
H 0.280 0.488 2.766 -0.404 0.671 -0.728 0.3173
```
Positions in Å, forces in eV/Å.

=====

One molecule with the formula CH4O3S, computed with the ωB97M-V functional and the def2-TZVPD basis.

Summary:
DFT total energy: -18075.134 eV
HOMO level: -9.8 eV
gap between HOMO and LUMO: 10.423 eV

Geometry as XYZ:
```
9
Properties=species:S:1:pos:R:3:forces:R:3:mulliken_charge:R:1
O 1.356 1.659 0.944 -1.268 0.948 -2.889 -0.3736
H 0.856 1.993 0.031 1.470 -0.438 2.366 0.4215
H -0.448 -1.562 0.788 0.366 -0.061 -0.334 0.3098
H -1.730 -0.538 0.325 1.547 0.016 -1.405 0.3085
O 0.852 0.337 0.909 0.152 -0.254 0.879 -0.1793
O 0.290 1.157 -1.381 0.454 -2.825 1.483 -0.6509
S 0.633 -0.175 -0.658 -0.623 3.329 -1.383 0.5902
H -1.015 -1.834 -0.838 -0.236 0.361 -0.029 0.3355
C -0.793 -1.037 -0.119 -1.862 -1.077 1.312 -0.7616
```
Positions in Å, forces in eV/Å.

=====

CH4O3S as an isolated structure, computed with the ωB97M-V functional and the def2-TZVPD basis.

Summary:
DFT total energy: -18078.468 eV
HOMO level: -8.3 eV
gap between HOMO and LUMO: 8.578 eV

Geometry as XYZ:
```
9
Properties=species:S:1:pos:R:3:forces:R:3:mulliken_charge:R:1
O -0.670 1.053 -0.801 -0.528 -0.013 0.323 -0.4920
H -0.870 1.396 1.453 0.150 0.044 -0.043 0.3518
C -0.395 0.136 0.123 2.464 -0.721 -0.521 0.6068
S 2.039 0.051 0.101 -1.504 0.610 0.564 -0.3755
H -0.401 -1.743 0.474 0.122 0.247 -0.040 0.3550
H 2.095 -0.933 -0.782 -0.112 -0.341 -0.322 0.0720
O -0.613 -1.135 -0.249 -0.610 0.218 0.075 -0.4582
H -0.433 0.734 -1.684 0.182 -0.080 0.186 0.3910
O -0.752 0.441 1.365 -0.165 0.037 -0.223 -0.4508
```
Positions in Å, forces in eV/Å.

=====

A 2-piece molecular cluster, CH4O3S overall, computed with the ωB97M-V functional and the def2-TZVPD basis.

Summary:
DFT total energy: -18077.512 eV
HOMO level: -9.9 eV
gap between HOMO and LUMO: 10.476 eV

Geometry as XYZ:
```
9
Properties=species:S:1:pos:R:3:forces:R:3:mulliken_charge:R:1
H 0.137 0.707 1.570 -0.604 -0.393 -0.819 0.4476
O 1.082 0.842 1.754 1.623 0.703 0.342 -0.4342
C 1.812 0.778 0.662 1.970 -0.390 0.982 0.2571
H 0.149 -1.246 -0.831 -0.113 0.224 -1.668 0.1861
S -0.700 -0.172 -0.952 -0.939 -3.117 0.241 0.2709
H -1.776 -1.101 -1.259 0.960 1.036 -0.059 0.1525
H 2.936 0.831 0.813 -1.160 0.285 0.677 0.3236
O -0.869 -0.087 0.527 -1.510 1.235 1.200 -0.6808
O 1.473 0.571 -0.469 -0.229 0.418 -0.896 -0.5230
```
Positions in Å, forces in eV/Å.

=====

A 2-piece molecular cluster, CH4O4Si overall, computed with the ωB97M-V functional and the def2-TZVPD basis.

Summary:
DFT total energy: -17165.927 eV
HOMO level: -11.1 eV
structure (SMILES): O=C1OO1.O[SiH3]
gap between HOMO and LUMO: 11.339 eV

Geometry as XYZ:
```
10
Properties=species:S:1:pos:R:3:forces:R:3:mulliken_charge:R:1
O 1.384 -2.118 0.908 0.863 -2.294 -1.307 -0.3778
O 1.771 0.054 1.661 3.444 3.190 -0.320 -0.2234
H 0.542 1.149 -0.847 1.343 0.507 -0.077 -0.1364
H -1.422 1.573 -2.217 0.190 0.138 0.570 -0.1140
O 0.462 -0.378 2.155 -2.236 -0.209 1.152 -0.2256
H -1.451 1.581 0.304 -0.260 0.105 -0.051 -0.1076
H -0.594 -1.153 -1.531 0.033 -0.043 -0.054 0.3122
C 1.318 -1.093 1.415 -2.089 -0.695 0.443 0.8288
O -1.143 -0.653 -0.924 -0.066 1.321 0.278 -0.5050
Si -0.867 1.038 -0.924 -1.222 -2.019 -0.634 0.5487
```
Positions in Å, forces in eV/Å.

=====

One molecule with the formula CH4OP2, computed with the ωB97M-V functional and the def2-TZVPD basis.

Summary:
DFT total energy: -21723.709 eV
HOMO level: -7.8 eV
structure (SMILES): O=C[PH2]=P
gap between HOMO and LUMO: 7.850 eV

Geometry as XYZ:
```
8
Properties=species:S:1:pos:R:3:forces:R:3:mulliken_charge:R:1
P 2.047 -1.020 -0.126 -0.828 -0.001 -2.864 -0.0782
H 2.053 -1.010 1.198 -0.385 0.186 2.463 -0.0443
H -2.508 0.150 0.026 1.602 -1.246 -0.659 0.2685
O -1.778 -1.700 0.541 -0.977 -2.842 1.057 -0.2933
H -0.136 1.186 0.172 0.256 -1.013 -0.568 0.0942
P 0.114 -0.161 -0.405 1.091 1.577 1.081 -0.0002
H -0.036 0.091 -1.739 0.064 0.249 -0.845 0.0912
C -1.629 -0.685 -0.008 -0.823 3.091 0.333 -0.0378
```
Positions in Å, forces in eV/Å.

=====

Calculated strongest force on any atom (eV/A), listed in the same order as above: 3.4; 3.0; 3.8; 4.4; 4.1; 3.4; 1.7; 3.7; 2.6; 3.3; 4.7; 3.2
Calculated relative energy (zero: lowest compared OMol25 entry of this formula, charge and spin) (kcal/mol), listed in the same order as above: 46.8; 26.6; 107.1; 13.9; 11.0; 17.4; 6.3; 108.7; 31.8; 53.9; 155.7; 53.0